No. 1
Computed, not measured: a 2-piece molecular cluster, C3H12N2OS overall in a non-equilibrium geometry, with ωB97M-V with the def2-TZVPD basis set.

The geometry in XYZ format:
```
19
Properties=species:S:1:pos:R:3:nbo_charge:R:1
C -0.993 -0.193 -0.679 -0.2759
C -2.455 -0.526 -0.582 -0.5066
C 0.134 -0.220 1.506 -0.0688
H 1.492 -1.442 0.716 0.3578
H -0.620 0.155 -1.640 0.2118
N -0.196 0.657 0.194 -0.6062
S -3.554 -0.527 -2.152 -0.0597
H -3.667 0.844 -2.081 0.1363
H 0.762 0.317 2.134 0.1807
H -0.828 -0.391 1.951 0.1705
H -2.893 0.290 0.091 0.2201
O 4.383 2.457 -0.547 -0.9323
H -2.594 -1.441 0.041 0.2169
H 4.881 1.943 -1.202 0.4662
H 0.832 0.682 -0.245 0.3466
H 0.154 -2.255 1.339 0.3625
N 0.790 -1.497 1.426 -0.8353
H 4.934 2.383 0.230 0.4664
H -0.563 -1.236 -0.501 0.1492
```

Summary:
Highest occupied orbital energy = -0.331 Ha
SMILES string = NCNCCS.O
Max |F| = 4.34 eV/Å
Kohn-Sham gap = 0.3550 Ha
Lowest unoccupied orbital energy = 0.6 eV

No. 2
Computed, not measured: a 2-piece molecular cluster, C7H17NOS overall in a non-equilibrium geometry, with ωB97M-V with the def2-TZVPD basis set.

The geometry in XYZ format:
```
27
Properties=species:S:1:pos:R:3:nbo_charge:R:1
H -1.874 -2.946 0.188 0.2087
H 0.720 0.497 0.850 0.3550
H -1.767 0.201 -2.425 0.1804
C -0.063 1.007 -1.667 0.0352
H -0.638 -4.193 0.387 0.2435
H 0.831 3.086 1.926 0.1805
H -0.524 0.189 -3.698 0.2066
H 2.252 2.071 1.114 0.2057
C 1.251 2.487 1.022 -0.4156
O 1.189 -2.536 1.471 -1.0019
C -0.599 1.382 -0.262 -0.2596
H -0.548 -3.013 -1.071 0.2383
S 0.065 -1.790 0.944 1.2491
C -0.788 -3.184 0.003 -0.8039
H 1.470 2.361 -1.648 0.2145
H -1.014 2.322 -0.421 0.2016
C -0.723 0.303 -2.594 -0.4565
H 1.906 0.711 -1.006 0.2204
H -1.083 -2.692 2.883 0.2412
C 1.390 1.280 -1.845 -0.6568
H -0.302 -1.007 2.962 0.2438
N 0.360 1.374 0.829 -0.6407
H -1.348 0.729 0.056 0.1982
H 1.191 3.261 0.325 0.1859
C -1.034 -1.629 2.421 -0.8339
H -2.061 -1.173 2.174 0.2351
H 1.741 0.903 -2.918 0.2252
```

Summary:
Highest occupied orbital energy = -0.317 Ha
Max |F| = 3.66 eV/Å
Kohn-Sham gap = 0.3464 Ha
Lowest unoccupied orbital energy = 0.8 eV

Table of calculated total energy (eV), in record order: -19166.41137, -21903.67839
Table of ΔE to the lowest compared entry with this formula, charge and spin (kJ/mol), in record order: 224.76, 436.86